{"formula": "C4H5ClO", "method": "ωB97M-V with the def2-TZVPD basis set", "homo_energy_ev": -8.74, "de_lowest_kcal_mol": 126.2, "homo_lumo_gap_ha": 0.3438, "species": ["C", "C", "C", "C", "O", "Cl", "H", "H", "H", "H", "H"], "xyz": [[0.018, 0.951, -0.368], [0.886, 2.177, -0.317], [1.022, 1.152, 0.542], [-0.710, -2.180, -0.580], [-0.863, -2.579, 0.689], [-1.674, 1.044, 0.336], [-0.104, 0.282, -1.281], [1.064, 3.203, -0.602], [1.744, 0.801, 1.298], [0.250, -2.751, -0.911], [-1.633, -2.100, 1.195]]}

---

{"formula": "C27H32F8IrN4SSe", "method": "ωB97M-V with the def2-TZVPD basis set", "s_squared": 8.789, "multiplicity": 6, "homo_energy_ev": [-13.28, -14.32], "total_charge": 2, "homo_lumo_gap_ha": [0.2882, 0.2022], "species": ["Ir", "C", "C", "C", "C", "C", "C", "C", "C", "C", "H", "H", "H", "H", "H", "H", "H", "H", "H", "H", "H", "H", "C", "N", "C", "C", "S", "N", "C", "C", "H", "H", "H", "H", "H", "H", "H", "H", "H", "H", "H", "H", "F", "C", "F", "F", "C", "C", "C", "N", "C", "C", "H", "H", "H", "H", "F", "C", "F", "C", "F", "F", "F", "Se", "C", "C", "C", "N", "C", "C", "H", "H", "H", "H"], "xyz": [[0.067, 0.126, 0.014], [0.915, 0.884, 3.186], [1.419, 1.017, 1.780], [1.020, 2.097, 0.952], [1.748, 2.415, -0.230], [1.515, 3.702, -0.958], [2.753, 1.553, -0.649], [3.092, 0.413, 0.088], [4.204, -0.476, -0.363], [2.412, 0.156, 1.294], [1.647, 1.323, 3.868], [0.794, -0.159, 3.472], [-0.028, 1.407, 3.328], [0.330, 2.833, 1.352], [2.320, 4.401, -0.725], [0.580, 4.176, -0.662], [1.527, 3.545, -2.037], [3.321, 1.794, -1.540], [5.161, -0.051, -0.046], [4.233, -0.551, -1.449], [4.128, -1.471, 0.073], [2.737, -0.671, 1.915], [-2.686, -3.394, 1.037], [-3.483, -2.174, 0.925], [-4.645, -2.323, 0.048], [-3.061, -1.009, 1.407], [-1.361, -0.850, 1.840], [-3.891, 0.002, 1.656], [-5.339, -0.178, 1.773], [-3.431, 1.320, 2.074], [-3.372, -4.231, 1.161], [-2.033, -3.358, 1.903], [-2.096, -3.554, 0.132], [-4.357, -2.976, -0.775], [-4.942, -1.368, -0.375], [-5.485, -2.787, 0.565], [-5.583, -1.210, 2.001], [-5.855, 0.132, 0.864], [-5.690, 0.442, 2.596], [-2.457, 1.542, 1.657], [-3.374, 1.383, 3.163], [-4.143, 2.064, 1.719], [2.643, -5.777, -3.287], [2.426, -5.731, -1.974], [1.497, -6.642, -1.663], [3.560, -6.065, -1.344], [1.976, -4.354, -1.532], [1.404, -4.195, -0.277], [0.975, -2.936, 0.093], [1.072, -1.875, -0.716], [1.649, -2.030, -1.909], [2.127, -3.249, -2.354], [1.297, -5.032, 0.399], [0.533, -2.771, 1.066], [1.723, -1.153, -2.540], [2.599, -3.337, -3.322], [-1.651, -1.864, -1.428], [-1.461, -0.514, -1.473], [-2.713, -0.003, -1.188], [-1.160, -0.151, -2.954], [-2.229, 0.267, -3.623], [-0.249, 0.862, -3.006], [-0.615, -1.177, -3.601], [-1.793, 2.734, -0.933], [-2.447, 3.230, -2.631], [-3.830, 3.218, -2.796], [-4.332, 3.634, -4.024], [-3.542, 4.039, -5.003], [-2.226, 4.034, -4.858], [-1.621, 3.632, -3.674], [-4.496, 2.903, -2.003], [-5.399, 3.653, -4.208], [-1.638, 4.367, -5.704], [-0.544, 3.647, -3.576]]}

---

{"formula": "C4H4O12Zn", "method": "ωB97M-V with the def2-TZVPD basis set", "homo_energy_ev": -2.60, "de_lowest_kcal_mol": 8.7, "total_charge": -2, "homo_lumo_gap_ha": 0.2857, "species": ["Zn", "O", "C", "O", "O", "H", "O", "C", "O", "O", "H", "O", "C", "O", "O", "H", "O", "C", "O", "O", "H"], "xyz": [[0.167, -0.119, -0.148], [-2.139, -3.261, 0.895], [-1.269, -2.329, 1.446], [-0.692, -2.617, 2.491], [-1.259, -1.227, 0.811], [-2.475, -2.739, 0.152], [0.727, -2.429, -3.133], [0.472, -1.676, -2.036], [-0.223, -0.638, -2.147], [0.999, -1.961, -0.929], [1.198, -3.208, -2.818], [-1.177, 3.681, -0.366], [-1.517, 2.527, 0.370], [-1.198, 1.459, -0.178], [-2.102, 2.749, 1.442], [-1.304, 4.391, 0.272], [3.233, 2.028, 0.890], [2.161, 1.279, 0.504], [2.047, 0.960, -0.700], [1.311, 0.931, 1.359], [3.041, 2.198, 1.822]]}